# C4H6

C4H6 in the gas phase (ωB97M-V/def2-TZVPD, OMol25).

Values from the calculation:
2S+1	1
total energy	-155.7655	hartree
relative energy (zero: lowest compared OMol25 entry of this formula, charge and spin)	123.73	kcal per mole
Kohn-Sham gap	9.10	eV
highest occupied orbital energy	-8.6	eV

Geometry as XYZ:
```
10
Properties=species:S:1:pos:R:3:mulliken_charge:R:1
C 2.1823 -0.2771 -0.0501 -0.567
C 1.1984 0.3430 -0.2622 -0.177
C -0.5161 0.0471 0.4705 -0.488
C -1.6110 -0.2523 -0.1920 -0.551
H 3.0967 -0.6821 0.0837 0.466
H 0.3311 0.8483 -0.6525 0.350
H -0.5446 1.1664 0.6768 0.213
H 0.2399 -0.4718 0.9302 0.304
H -2.3440 0.5258 -0.5392 0.211
H -2.0326 -1.2473 -0.4652 0.239
```